A gas-phase ion, C3H13N2Si (charge +1) at a distorted geometry, computed with ωB97M-V/def2-TZVPD.

Last column: Mulliken charge in e.
Positions of all 19 atoms, in Å:
C: 1.1390 2.0556 -0.8844  -0.8672
C: -1.4984 -1.3925 -1.1467  -0.7857
C: 0.4635 -0.1673 0.2409  -0.3807
N: 0.7675 1.2005 0.3188  -0.3280
N: -1.1597 -0.1596 -0.2752  -0.2870
Si: 0.7128 -1.2050 2.0037  0.3392
H: 1.3425 1.4763 -1.8130  0.3023
H: 0.3531 2.7422 -1.1072  0.3347
H: 2.0939 2.5917 -0.6265  0.3055
H: -0.6609 -1.5795 -1.9200  0.2850
H: -1.7446 -2.2697 -0.4666  0.3015
H: -2.4737 -1.2959 -1.5120  0.4084
H: 0.9456 -0.5728 -0.6841  0.4744
H: 0.5816 1.8547 1.1674  0.2844
H: -1.6750 -0.0066 0.5649  0.3642
H: -1.3003 0.6403 -0.7792  0.3347
H: 2.2007 -1.2105 2.1700  -0.0099
H: -0.0484 -2.4893 1.8116  -0.0467
H: -0.0393 -0.2126 2.9376  -0.0289

Its net charge is +1. Its SMILES is CN[C@@H]([SiH3])[NH2+]C. The energy relative to the best compared isomer or geometry (same formula, charge and spin) comes out at 2.766 eV.

---

A molecular structure, C23H30N5O2PPbS4 at a distorted geometry, computed with ωB97M-V/def2-TZVPD.

Last column: Mulliken charge in e.
Positions of all 66 atoms, in Å:
Pb: -0.6819 0.0031 -0.4771  0.5084
S: 0.1432 2.3741 0.4038  -0.3735
C: 1.0307 3.0933 -0.8943  0.8518
C: 1.4868 4.4080 -0.7010  -0.7503
C: 2.3032 5.0182 -1.6202  -0.5965
C: 2.6983 4.3270 -2.7760  -0.5740
C: 2.2215 3.0637 -3.0156  -0.7223
C: 1.3585 2.4273 -2.1052  0.4657
S: 0.7243 0.8904 -2.5753  -0.1987
H: 1.1996 4.9197 0.2058  0.4721
H: 2.6496 6.0258 -1.4440  0.4409
H: 3.3717 4.7898 -3.4792  0.4367
H: 2.5042 2.5231 -3.9063  0.4929
O: -1.7551 -7.8269 -2.7794  -0.4435
C: -2.1773 -7.0472 -1.7910  0.6078
O: -3.2678 -7.1572 -1.3074  -0.5004
C: -1.2604 -5.9464 -1.3351  0.5792
C: -1.3731 -5.5007 -0.0164  -0.9171
C: -0.6494 -4.4101 0.4106  -0.2565
C: 0.1653 -3.7198 -0.4927  0.6333
S: 1.0301 -2.2953 0.0129  -0.1759
C: 0.2985 -4.1758 -1.8069  -0.8189
C: -0.4108 -5.2826 -2.2210  -0.6803
H: -0.8321 -7.6915 -3.0382  0.3291
H: -2.0258 -6.0303 0.6608  0.4627
H: -0.7062 -4.0705 1.4330  0.3046
H: 0.9598 -3.6628 -2.4880  0.4916
H: -0.3193 -5.6222 -3.2426  0.3433
C: 2.2917 0.8635 4.6576  -0.8368
N: 2.6679 -0.3116 3.7596  0.1265
C: 2.2437 -1.5955 4.4704  -0.8646
N: 0.8750 -1.5588 4.8109  0.1688
C: 0.5783 -0.4158 5.6582  -0.8923
N: 0.9190 0.8253 4.9823  0.1605
C: 0.0430 1.1206 3.8712  -0.9396
P: 0.1332 -0.1908 2.5311  0.5879
C: 2.0179 -0.1957 2.4396  -0.9468
C: -0.0096 -1.6671 3.6745  -0.9121
H: 2.5396 1.7881 4.1284  0.3862
H: 2.8910 0.7847 5.5690  0.3477
H: 3.6817 -0.3248 3.6223  0.3568
H: 2.8473 -1.6788 5.3778  0.3379
H: 2.4551 -2.4359 3.8034  0.3902
H: 1.1614 -0.4919 6.5789  0.3243
H: -0.4792 -0.4142 5.9200  0.3889
H: 0.3000 2.0929 3.4400  0.4714
H: -0.9837 1.1877 4.2378  0.4411
H: 2.3418 0.7322 1.9569  0.4658
H: 2.3302 -1.0299 1.8044  0.7357
H: 0.2200 -2.5785 3.1147  0.4212
H: -1.0413 -1.7440 4.0272  0.4494
S: -3.1458 1.2086 -0.9195  -0.3953
C: -2.8744 2.1223 -2.3574  0.0968
N: -2.8825 1.5171 -3.5324  -0.0435
C: -2.7132 2.2177 -4.7926  -0.6585
C: -1.9109 3.4927 -4.5552  -0.2814
C: -2.5387 4.2907 -3.4163  -0.6493
N: -2.6720 3.4255 -2.2582  -0.0254
H: -3.1294 0.5386 -3.5629  0.2492
H: -3.6944 2.4504 -5.2193  0.3219
H: -2.1876 1.5576 -5.4846  0.3858
H: -1.8952 4.0951 -5.4631  0.3804
H: -0.8819 3.2339 -4.2921  0.0473
H: -3.5207 4.6749 -3.7141  0.3099
H: -1.9100 5.1381 -3.1361  0.4018
H: -2.7531 3.8512 -1.3462  0.2799

Its net charge is +2.

---

A molecular structure, C31H23F3NP2S3Sn, computed with ωB97M-V/def2-TZVPD.

Last column: Mulliken charge in e.
Positions of all 64 atoms, in Å:
Sn: 0.7620 -0.1233 0.3752  0.6201
S: 0.4886 -1.1698 2.5927  -0.4987
P: -0.4383 -2.5751 1.3541  1.5959
C: -0.5225 -1.7485 -0.1507  -0.7853
P: 0.2510 -2.1527 -1.6304  1.3936
S: 2.0180 -1.0495 -1.5798  -0.5029
C: 0.5527 -3.8907 -1.9703  0.6008
C: 1.8129 -4.4601 -1.8329  -0.2847
C: 1.9885 -5.8071 -2.1166  -0.6778
C: 0.9126 -6.5772 -2.5311  -0.5714
C: -0.3483 -6.0081 -2.6642  -0.6977
C: -0.5312 -4.6641 -2.3896  -0.6115
C: -0.7176 -1.5509 -3.0240  0.3962
C: -0.1503 -1.5273 -4.2974  -0.5506
C: -0.9021 -1.0937 -5.3751  -0.7191
C: -2.2186 -0.6870 -5.1873  -0.4647
C: -2.7849 -0.7126 -3.9221  -0.8681
C: -2.0339 -1.1450 -2.8361  0.1687
C: 0.5498 -4.0874 1.3772  0.3774
C: -0.0672 -5.3122 1.1262  -0.2482
C: 0.6897 -6.4725 1.0932  -0.7569
C: 2.0582 -6.4166 1.3199  -0.5274
C: 2.6754 -5.1984 1.5658  -0.7894
C: 1.9250 -4.0328 1.5905  -0.5109
C: -2.0252 -3.0355 2.0461  0.0222
C: -3.1856 -2.8296 1.3102  -0.0210
C: -4.4121 -3.2058 1.8425  -0.6873
C: -4.4718 -3.7759 3.1045  -0.4676
C: -3.3095 -3.9776 3.8422  -0.7102
C: -2.0842 -3.6112 3.3156  -0.4328
H: 2.6509 -3.8548 -1.5119  0.3905
H: 2.9698 -6.2518 -2.0170  0.4693
H: 1.0562 -7.6255 -2.7586  0.4380
H: -1.1847 -6.6096 -2.9944  0.4453
H: -1.5096 -4.2143 -2.5147  0.4227
H: 0.8766 -1.8415 -4.4452  0.3749
H: -0.4638 -1.0722 -6.3637  0.4187
H: -2.8034 -0.3523 -6.0338  0.4141
H: -3.8125 -0.4042 -3.7806  0.4574
H: -2.4604 -1.1766 -1.8406  0.1062
H: -1.1377 -5.3639 0.9679  0.4763
H: 0.2076 -7.4216 0.9001  0.4630
H: 2.6444 -7.3264 1.3102  0.4447
H: 3.7406 -5.1549 1.7503  0.4391
H: 2.4071 -3.0867 1.8006  0.3731
H: -3.1185 -2.3807 0.3271  0.3786
H: -5.3184 -3.0518 1.2723  0.4284
H: -5.4276 -4.0664 3.5200  0.3931
H: -3.3619 -4.4217 4.8270  0.4175
H: -1.1774 -3.7733 3.8870  0.4085
F: 2.6662 4.8316 -0.1687  -0.2111
C: 1.5181 5.0219 0.4932  0.6085
F: 1.7829 4.9230 1.8018  -0.2134
F: 1.1103 6.2720 0.2522  -0.2880
C: 0.4734 4.0158 0.0728  -0.1031
C: -0.7231 4.4201 -0.4876  -0.0514
C: -1.6806 3.4850 -0.8746  -0.9720
C: -1.4030 2.1539 -0.6792  -0.0755
N: -0.2456 1.7684 -0.1310  -0.3970
C: 0.7055 2.6490 0.2479  0.6186
S: 2.1208 1.8879 0.9198  -0.3376
H: -0.9094 5.4765 -0.6252  0.5427
H: -2.6164 3.7923 -1.3158  0.4154
H: -2.0851 1.3585 -0.9509  0.5134

Its net charge is +1.

---

A molecular structure, C34H41IrN3O6PTe at a distorted geometry, computed with ωB97M-V/def2-TZVPD.

Last column: Mulliken charge in e.
Positions of all 87 atoms, in Å:
Ir: -0.0195 0.9556 0.1709  1.7251
O: 0.7399 1.0486 2.0488  -0.4849
N: 0.7378 2.2128 2.6147  -0.7105
N: 0.4505 3.1512 1.8589  1.4273
O: 0.1943 2.9310 0.5769  -0.8523
C: 0.3518 4.5166 2.3490  0.3469
C: 0.5454 4.7749 3.6968  -0.2926
C: 0.4449 6.0828 4.1332  -0.6394
C: 0.1519 7.1037 3.2361  -0.5135
C: -0.0560 6.8163 1.8959  -0.6880
C: 0.0467 5.5099 1.4389  -0.3742
H: 0.7709 3.9729 4.3851  0.4764
H: 0.5948 6.3137 5.1788  0.4094
H: 0.0837 8.1255 3.5836  0.4108
H: -0.2932 7.6088 1.1998  0.3996
H: -0.1032 5.2665 0.3974  0.4521
C: 3.2774 -0.1929 -2.7258  -0.6882
O: 2.0420 0.1986 -2.0511  -0.2496
P: 1.8733 0.0955 -0.5197  0.6272
O: 3.1281 0.7089 0.1944  -0.2170
C: 3.3906 2.1347 0.2254  -0.5858
O: 2.0817 -1.4264 -0.2027  -0.4465
C: 1.8563 -1.9663 1.1114  -0.2243
H: 4.0221 0.5881 -2.6007  0.2677
H: 3.0187 -0.3021 -3.7720  0.2518
H: 3.6443 -1.1331 -2.3225  0.3328
H: 3.9398 2.3320 1.1398  0.2491
H: 2.4649 2.7065 0.2107  0.1833
H: 3.9970 2.4092 -0.6342  0.2951
H: 1.9475 -3.0434 1.0172  0.4054
H: 0.8653 -1.6967 1.4688  -0.3097
H: 2.6004 -1.5863 1.8096  0.3132
C: -6.2657 -6.1250 3.2852  -1.5631
C: -5.4287 -5.0165 2.7170  0.4871
C: -4.6995 -5.1899 1.5510  -0.7544
C: -3.8678 -4.1951 1.0482  0.1612
C: -3.1480 -4.4690 -0.2536  -2.1365
C: -3.7700 -2.9976 1.7798  0.4571
Te: -1.9401 -2.0384 1.3642  1.2106
N: -1.8121 -0.2539 0.4615  -0.5113
C: -2.4954 0.5628 -0.3385  1.0340
O: -1.7362 1.4563 -0.8764  -0.7240
C: -3.9331 0.6143 -0.5929  -0.2710
C: -4.3998 1.6610 -1.3957  -0.6383
C: -5.7593 1.8339 -1.5848  -0.6893
C: -6.6594 0.9684 -0.9772  -0.4948
C: -6.2015 -0.0879 -0.1980  -1.0345
C: -4.8442 -0.2678 -0.0089  0.2292
C: -1.3666 -1.3924 3.2792  0.9997
C: -1.5699 -0.1130 3.8056  0.7835
C: -2.4746 0.9425 3.2169  -1.3896
C: -0.9359 0.1903 5.0070  -0.7419
C: -0.1370 -0.7196 5.6804  0.2613
C: 0.5568 -0.3500 6.9621  -1.7088
C: 0.0023 -1.9993 5.1483  -0.9694
C: -0.6005 -2.3595 3.9564  0.4392
C: -0.4340 -3.7698 3.4360  -1.6078
C: -4.5824 -2.7375 2.9012  1.5347
C: -4.6418 -1.4133 3.6068  -1.3637
C: -5.3898 -3.7699 3.3437  -0.7952
H: -6.1716 -7.0376 2.7012  0.3784
H: -7.3181 -5.8389 3.3149  0.3671
H: -5.9625 -6.3380 4.3112  0.3567
H: -4.7666 -6.1272 1.0106  0.4454
H: -3.8355 -4.9507 -0.9474  0.5446
H: -2.3070 -5.1504 -0.1098  0.3603
H: -2.7861 -3.5652 -0.7432  0.2834
H: -3.6879 2.3301 -1.8574  0.5439
H: -6.1155 2.6522 -2.1953  0.4314
H: -7.7235 1.1141 -1.1095  0.4248
H: -6.9051 -0.7650 0.2677  0.5167
H: -4.5098 -1.1014 0.5899  0.6854
H: -3.0449 0.5886 2.3669  -0.1886
H: -1.9029 1.8167 2.8951  0.1830
H: -3.1787 1.2852 3.9755  0.5992
H: -1.0758 1.1833 5.4219  0.4194
H: 0.1356 0.5543 7.3969  0.4034
H: 1.6184 -0.1755 6.7762  0.3294
H: 0.4836 -1.1570 7.6901  0.4277
H: 0.5992 -2.7327 5.6788  0.5267
H: -0.0690 -4.4227 4.2257  0.5238
H: 0.2874 -3.8134 2.6161  0.2017
H: -1.3810 -4.1949 3.0900  0.3193
H: -4.6365 -0.5877 2.8958  0.1206
H: -3.8043 -1.2884 4.2943  0.2729
H: -5.5587 -1.3447 4.1886  0.5114
H: -6.0074 -3.5977 4.2183  0.5120

Its net charge is +2. The energy relative to the best compared isomer or geometry (same formula, charge and spin) comes out at 2.428 eV.

---

A single C9H17FO7S2 molecule, computed with ωB97M-V/def2-TZVPD.

Last column: Mulliken charge in e.
Positions of all 36 atoms, in Å:
O: -2.7541 1.4839 -0.2395  -0.5844
S: -3.3117 0.5348 -1.1620  1.2552
O: -4.6653 0.6262 -1.5909  -0.6569
O: -2.4219 0.6240 -2.4940  -0.5222
C: -3.0316 -1.1448 -0.5900  -0.8182
C: -2.3816 -1.2814 0.7911  -0.8948
C: -0.8608 -1.4456 0.7985  -0.6736
C: -0.1193 -0.2690 0.1686  -0.8394
C: 1.4164 -0.3000 0.3051  1.4402
C: 1.8815 0.5375 1.4930  -1.3934
C: 1.4855 2.0278 1.5084  -0.7300
C: 1.1991 2.7312 0.2001  -0.0404
F: 2.3902 2.9718 -0.4849  -0.3300
C: 2.1871 0.0395 -1.0119  -0.2212
O: 2.9277 -1.1231 -1.3988  -0.3755
S: 2.3194 -2.4027 -0.6992  1.1783
O: 3.3602 -3.3103 -0.3977  -0.6089
O: 1.1631 -2.8207 -1.4196  -0.5698
O: 1.8811 -1.6534 0.6251  -0.5503
H: -1.6839 1.2238 -2.3282  0.3678
H: -4.0388 -1.5594 -0.5833  0.4456
H: -2.4648 -1.6588 -1.3674  0.4043
H: -2.8044 -2.1850 1.2355  0.4418
H: -2.6887 -0.4466 1.4244  0.4123
H: -0.5916 -2.3739 0.2955  0.3075
H: -0.5402 -1.5421 1.8394  0.3621
H: -0.4849 0.6353 0.6588  0.4993
H: -0.3864 -0.1821 -0.8879  0.0917
H: 2.9637 0.4280 1.5816  0.4602
H: 1.4492 0.0589 2.3755  0.2655
H: 2.2961 2.5940 1.9733  0.4338
H: 0.6147 2.1691 2.1522  0.4457
H: 0.5557 2.1589 -0.4729  -0.0432
H: 0.7302 3.6974 0.3821  0.3917
H: 1.5033 0.3167 -1.8161  0.2572
H: 2.9057 0.8404 -0.8639  0.3922

Its net charge is 0. Its SMILES is O=S(=O)(O)CCCC[C@]1(CCCF)COS(=O)(=O)O1.

---

A single C5H6N2 molecule at a distorted geometry, computed with ωB97M-V/def2-TZVPD.

Last column: Mulliken charge in e.
Positions of all 13 atoms, in Å:
C: 1.2335 -0.7985 -0.1141  -0.5786
C: 1.2832 0.8112 0.1856  -0.3649
C: -1.4897 1.0845 -0.0462  -0.0300
C: -1.4183 -1.0639 0.0226  -0.4586
C: -0.1674 -0.6498 -0.2262  0.3625
H: 1.5661 -1.3033 -0.9939  0.2207
H: 1.6771 -1.3630 0.7142  0.2485
H: 1.4921 0.7287 1.2749  0.2363
H: 2.0549 1.6150 -0.3502  0.2507
H: -1.6822 2.2174 -0.3235  0.2705
H: -2.1138 -2.0300 0.1039  0.3135
N: -0.1471 0.7042 -0.3544  0.0433
N: -2.2884 0.0474 0.1074  -0.5139

Its net charge is 0. Its SMILES is c1ncn2c1CC2. The energy relative to the best compared isomer or geometry (same formula, charge and spin) comes out at 3.460 eV.

---

Energy per entry: -14171.023 -93747.576 -99074.982 -72082.515 -48328.424 -8258.899 eV